Below is a structure of composition C3H8N2O2, with properties calculated with ωB97M-V/def2-TZVPD.

Summary:
LUMO level ... 0.029 hartree
Gap between HOMO and LUMO ... 0.339 Eh
Charge ... 0
ΔE to the lowest compared entry with this formula, charge and spin ... 3.709 eV

Atoms and positions in Å:
H: 0.362 -0.535 2.289
O: -1.911 -0.701 0.024
H: 1.547 -1.701 -0.711
N: 0.386 0.243 1.638
H: 0.170 1.596 -1.492
C: 0.853 0.785 -1.249
C: -0.996 0.292 0.473
H: 1.763 1.264 -0.885
N: 0.672 -1.442 -0.272
O: -1.457 1.434 0.588
H: -0.063 -2.128 -0.158
H: 1.024 0.256 -2.186
H: 0.056 1.015 2.203
C: 0.355 -0.121 -0.168
H: -2.762 -0.256 -0.093


Below is the molecule C3H8N2O2, with properties calculated with ωB97M-V/def2-TZVPD.

Summary:
LUMO level ... 0.025 hartree
SMILES ... NC(=O)NCCO
Gap between HOMO and LUMO ... 0.376 Eh
Charge ... 0
ΔE to the lowest compared entry with this formula, charge and spin ... 0.714 eV

Atoms and positions in Å:
H: -0.822 -0.267 1.554
H: 0.562 -0.350 -1.702
H: 1.878 0.026 2.121
H: 1.355 1.203 0.912
H: -2.352 1.396 -1.434
O: -0.148 0.264 2.048
C: -1.076 0.132 -0.617
H: 0.765 -1.758 0.749
H: -0.759 1.594 -2.027
N: 0.193 -0.371 -0.768
C: 1.082 -0.808 0.301
H: 2.077 -0.943 -0.139
O: -1.871 -0.157 0.274
C: 1.090 0.239 1.391
N: -1.453 0.981 -1.627


Below is the molecule C3H8N2O2, with properties calculated with ωB97M-V/def2-TZVPD.

Summary:
LUMO level ... 0.023 hartree
SMILES ... NCCNC(=O)O
Gap between HOMO and LUMO ... 0.361 Eh
Charge ... 0
ΔE to the lowest compared entry with this formula, charge and spin ... 0.941 eV

Atoms and positions in Å:
O: 2.346 0.565 -0.232
C: 1.833 -0.528 0.412
C: -0.839 0.482 0.537
C: -0.358 -0.376 -0.648
H: 0.696 -2.133 -0.042
H: -0.126 1.304 0.624
H: -0.773 -0.103 1.461
H: -1.154 -1.039 -0.978
O: 2.235 -0.863 1.486
H: 2.550 0.302 -1.138
N: 0.834 -1.174 -0.316
H: -2.842 0.370 0.044
N: -2.167 1.032 0.393
H: -0.035 0.283 -1.454
H: -2.199 1.878 -0.149


Below is the molecule C3H8N2O2, with properties calculated with ωB97M-V/def2-TZVPD.

Summary:
LUMO level ... 0.025 hartree
SMILES ... NC(=O)NCCO
Gap between HOMO and LUMO ... 0.377 Eh
Charge ... 0
ΔE to the lowest compared entry with this formula, charge and spin ... 0.507 eV

Atoms and positions in Å:
N: -1.818 0.824 -1.399
H: -1.549 1.703 -1.816
N: 0.374 0.464 -0.714
O: -0.423 -0.810 1.795
H: 1.400 -1.293 -0.341
O: -1.048 -1.297 -1.062
H: -2.626 0.389 -1.819
H: -1.013 -0.298 1.227
C: 0.898 -0.390 1.575
C: -0.831 -0.099 -1.080
H: 1.532 -1.138 2.063
H: 2.287 0.196 0.036
H: 0.415 1.469 -0.636
H: 1.091 0.578 2.071
C: 1.310 -0.298 0.098


Below is the molecule C3H8N2O2, with properties calculated with ωB97M-V/def2-TZVPD.

Summary:
LUMO level ... 0.021 hartree
SMILES ... NC(=O)NCCO
Gap between HOMO and LUMO ... 0.377 Eh
Charge ... 0
ΔE to the lowest compared entry with this formula, charge and spin ... 0.609 eV

Atoms and positions in Å:
H: -2.960 1.478 0.249
H: 1.218 0.504 1.066
C: -1.058 1.283 0.671
H: 0.373 -1.774 -1.534
N: 1.044 0.130 0.143
C: -0.277 0.516 -0.390
H: -0.832 -0.375 -0.687
H: -0.143 1.134 -1.281
H: -1.386 0.600 1.447
O: -2.153 1.977 0.090
N: 1.199 -1.930 -0.978
H: -0.416 2.063 1.075
H: 1.516 -2.885 -0.921
O: 2.330 -1.555 0.943
C: 1.545 -1.166 0.106


Below is a cluster of 3 separate species, C3H8N2O2 in total, with properties calculated with ωB97M-V/def2-TZVPD.

Summary:
LUMO level ... 0.029 hartree
SMILES ... c1c[nH]cn1.O.O
Gap between HOMO and LUMO ... 0.364 Eh
Charge ... 0
ΔE to the lowest compared entry with this formula, charge and spin ... 1.014 eV

Atoms and positions in Å:
H: -0.734 1.732 0.399
C: -0.610 -0.217 1.120
H: -2.132 0.816 -1.500
O: 1.680 1.866 0.319
C: -1.620 -1.139 -0.529
N: -0.867 -1.383 0.616
H: -0.015 -0.009 1.986
H: 2.430 -1.539 -1.016
H: 1.023 -1.167 -0.615
H: -2.244 -1.911 -0.931
N: -1.127 0.797 0.369
O: 1.948 -0.917 -0.462
H: 1.623 0.947 0.005
C: -1.778 0.208 -0.685
H: 2.425 1.915 0.924


Below is a cluster of 2 separate species, C3H8N2O2 in total, with properties calculated with ωB97M-V/def2-TZVPD.

Summary:
LUMO level ... 0.025 hartree
SMILES ... [H]/N=C\C.O=CNO
Gap between HOMO and LUMO ... 0.354 Eh
Charge ... 0
ΔE to the lowest compared entry with this formula, charge and spin ... 2.956 eV

Atoms and positions in Å:
C: -0.858 1.195 -0.634
C: 0.909 -2.442 0.710
H: -1.405 2.916 -1.740
H: -1.176 1.468 -2.708
N: 0.083 0.833 0.115
H: -1.851 0.856 -0.350
H: 0.241 2.335 -2.076
O: 1.719 -3.300 0.451
O: -0.154 -0.890 2.205
C: -0.782 2.031 -1.862
H: -0.131 -0.185 1.500
H: 0.175 -2.051 -0.017
H: 1.390 -2.103 2.679
H: 1.010 1.155 -0.160
N: 0.830 -1.817 1.887


Below is a cluster of 2 separate species, C3H8N2O2 in total, with properties calculated with ωB97M-V/def2-TZVPD.

Summary:
LUMO level ... 0.032 hartree
SMILES ... O=C1NCCO1.N
Gap between HOMO and LUMO ... 0.387 Eh
Charge ... 0
ΔE to the lowest compared entry with this formula, charge and spin ... 0.293 eV

Atoms and positions in Å:
O: -0.127 -1.208 1.705
C: 0.501 1.407 -0.545
H: 0.507 2.850 1.131
O: -0.302 1.041 1.661
H: -1.313 -2.378 -0.846
C: 0.042 -0.161 1.122
H: -0.022 -2.761 0.041
H: 0.537 -0.771 -0.748
C: -0.132 2.078 0.697
H: -0.213 -3.416 -1.462
N: 0.584 0.031 -0.115
H: -0.124 1.524 -1.437
N: -0.317 -2.567 -0.915
H: 1.491 1.821 -0.768
H: -1.113 2.511 0.478


Below is the molecule C3H8N2O2S, with properties calculated with ωB97M-V/def2-TZVPD.

Summary:
LUMO level ... 0.028 hartree
SMILES ... O=S1(=O)CCNCN1
Gap between HOMO and LUMO ... 0.367 Eh
Charge ... 0
ΔE to the lowest compared entry with this formula, charge and spin ... 2.516 eV

Atoms and positions in Å:
H: -1.548 0.571 -0.964
H: 0.877 2.190 0.427
H: 2.462 0.969 -0.772
S: -0.635 0.582 1.252
N: 0.786 -0.567 -1.074
H: 0.138 -1.910 0.279
C: -1.399 -0.340 -0.154
H: -2.290 -0.896 0.212
H: 0.510 -0.053 -1.894
N: 0.522 1.369 0.175
O: 0.047 -0.208 2.237
C: 1.575 0.355 -0.288
C: -0.384 -1.370 -0.594
O: -1.610 1.533 1.650
H: -0.748 -2.098 -1.298
H: 1.697 -0.125 0.806


Below is the molecule C3H8N2O3S2, with properties calculated with ωB97M-V/def2-TZVPD.

Summary:
LUMO level ... 0.014 hartree
Gap between HOMO and LUMO ... 0.392 Eh
Charge ... 0
ΔE to the lowest compared entry with this formula, charge and spin ... 0.748 eV

Atoms and positions in Å:
O: 0.684 -2.098 0.999
H: -1.415 1.943 0.940
N: 3.004 -1.601 -1.000
H: 2.211 -2.130 -1.057
N: 1.539 0.291 0.414
O: 3.552 0.940 -0.799
H: -1.170 -0.052 2.026
H: 1.629 0.300 -1.930
H: 3.547 -1.848 -0.041
C: -1.307 1.177 0.319
H: -1.861 -0.872 0.484
S: 0.339 -0.917 0.257
C: -1.193 -0.132 0.926
S: 2.429 0.089 -0.794
H: -1.403 0.670 -1.790
C: -1.380 1.407 -0.968
H: -1.377 2.469 -1.356
O: 0.201 -1.240 -1.161


Below is the ion C3H8N2OS with charge -1, with properties calculated with ωB97M-V/def2-TZVPD.

Summary:
LUMO level (alpha / beta) ... 0.126 / 0.134 hartree
Gap between HOMO and LUMO (alpha / beta) ... 0.095 / 0.338 Eh
Charge ... -1
ΔE to the lowest compared entry with this formula, charge and spin ... 0.471 eV
⟨S²⟩ ... 0.7506
2S+1 ... 2

Atoms and positions in Å:
H: -1.547 1.419 0.159
H: 0.108 -1.572 -0.841
H: 1.284 0.478 -1.102
O: -2.986 -0.578 -0.628
H: 2.672 -0.388 0.831
H: 0.152 1.046 1.674
H: 0.927 2.073 -0.204
N: -1.173 0.496 0.245
H: -1.416 -2.317 -1.344
C: 0.189 0.406 0.762
C: -1.817 -0.602 -0.299
S: 2.904 0.849 0.671
C: 1.228 1.040 -0.139
N: -0.960 -1.669 -0.817
H: 0.436 -0.683 1.033


Below is the molecule C3H8N2OS, with properties calculated with ωB97M-V/def2-TZVPD.

Summary:
LUMO level ... 0.019 hartree
SMILES ... CSNC(=O)CN
Gap between HOMO and LUMO ... 0.344 Eh
Charge ... 0
ΔE to the lowest compared entry with this formula, charge and spin ... 2.448 eV

Atoms and positions in Å:
H: 3.615 0.578 0.388
C: 2.524 0.244 0.742
O: 0.206 1.649 -0.658
H: -2.296 1.312 0.387
S: 1.942 -0.484 -0.843
H: -2.131 -1.482 -0.663
H: -1.686 -1.099 0.978
H: 1.890 1.116 0.828
N: -2.316 -0.807 0.112
H: -2.290 0.529 -1.229
N: 0.244 -0.663 -0.628
C: -0.421 0.622 -0.497
H: 2.622 -0.435 1.586
H: -0.145 -1.566 -0.262
C: -1.756 0.487 -0.239


Below is the molecule C3H8N2OS, with properties calculated with ωB97M-V/def2-TZVPD.

Summary:
LUMO level ... 0.030 hartree
SMILES ... NC(=O)[C@@H](N)CS
Gap between HOMO and LUMO ... 0.363 Eh
Charge ... 0
ΔE to the lowest compared entry with this formula, charge and spin ... 0.609 eV

Atoms and positions in Å:
N: -0.678 0.805 1.333
H: -1.596 0.394 1.367
H: -1.773 0.944 -2.559
H: 0.775 1.058 -0.091
S: 2.524 -1.083 -0.204
H: 0.924 -1.099 1.547
H: -0.415 1.776 -1.909
H: 0.196 -1.877 0.238
C: 0.836 -1.026 0.474
H: -0.128 0.805 2.173
O: -1.761 -0.858 -0.819
H: 3.121 -1.255 0.968
N: -1.117 1.064 -1.802
C: 0.076 0.275 0.179
C: -0.983 0.074 -0.894


Below is the molecule C3H8N2OS, with properties calculated with ωB97M-V/def2-TZVPD.

Summary:
LUMO level ... 0.024 hartree
SMILES ... CN/C(=N/O)SC
Gap between HOMO and LUMO ... 0.349 Eh
Charge ... 0
ΔE to the lowest compared entry with this formula, charge and spin ... 2.810 eV

Atoms and positions in Å:
S: -0.803 1.018 -0.805
H: 1.877 0.038 -1.018
N: -1.594 -1.409 0.088
C: 1.756 -1.002 -0.571
O: -2.845 -0.968 -0.162
H: 0.746 1.622 0.896
C: -0.633 -0.604 -0.065
H: -0.884 2.013 1.384
C: -0.198 2.021 0.549
N: 0.679 -0.940 0.405
H: -2.836 -0.041 -0.415
H: 0.601 -1.794 0.947
H: -0.063 3.053 0.226
H: 1.514 -1.706 -1.347
H: 2.683 -1.301 -0.113


Below is the molecule C3H8N2OS, with properties calculated with ωB97M-V/def2-TZVPD.

Summary:
LUMO level ... 0.029 hartree
SMILES ... NC(=O)[C@@H](N)CS
Gap between HOMO and LUMO ... 0.365 Eh
Charge ... 0
ΔE to the lowest compared entry with this formula, charge and spin ... 0.570 eV

Atoms and positions in Å:
S: 0.016 -1.260 2.177
N: 1.521 0.453 -1.941
H: -1.201 1.991 -0.686
H: -0.402 -0.421 3.131
C: 0.067 0.549 0.012
N: -0.467 1.911 0.009
H: 1.021 0.623 0.531
H: -0.851 2.187 0.904
H: -1.015 -1.327 0.085
H: 1.664 0.185 -2.906
C: 0.286 0.156 -1.434
C: -0.809 -0.491 0.750
H: 2.328 0.266 -1.364
O: -0.629 -0.220 -2.137
H: -1.767 -0.071 1.042


Below is the molecule C3H8N2OS, with properties calculated with ωB97M-V/def2-TZVPD.

Summary:
LUMO level ... 0.024 hartree
SMILES ... CCNC(=S)NO
Gap between HOMO and LUMO ... 0.341 Eh
Charge ... 0
ΔE to the lowest compared entry with this formula, charge and spin ... 2.229 eV

Atoms and positions in Å:
O: -2.061 1.581 0.035
N: 0.865 -0.448 -0.154
H: -2.499 0.718 -0.063
H: 4.104 0.559 0.161
H: 3.492 -0.871 -0.774
S: -1.636 -1.333 0.029
H: 1.967 1.230 -0.950
C: 1.952 0.512 -0.036
H: -0.210 1.880 -0.441
N: -0.741 1.192 0.084
H: 1.756 1.251 0.789
H: 3.300 -0.783 1.030
C: -0.435 -0.160 -0.037
C: 3.278 -0.194 0.107
H: 1.109 -1.455 -0.196